(1)
A structure of composition C18H15Cl2IrN2O2. Source: the OMol25 dataset; level of theory: the ωB97M-V functional and the def2-TZVPD basis.

The geometry in XYZ format:
```
40
Properties=species:S:1:pos:R:3:mulliken_charge:R:1
Ir 0.264 -2.223 -0.853 1.5360
C -0.109 -2.628 -4.130 -0.8475
O 0.012 -1.748 -3.008 -0.6131
C -0.234 -0.407 -3.183 1.0453
C -0.265 0.221 -4.416 -0.4348
C -0.419 1.599 -4.495 -0.6642
C -0.594 2.365 -3.343 -0.9602
C -0.611 1.754 -2.111 -0.0520
C -0.431 0.362 -1.998 0.2066
N -0.523 -0.279 -0.791 -0.5255
N -0.588 0.396 0.295 -0.1744
C -0.711 -0.058 1.530 0.2693
C -0.552 -1.480 1.875 1.1121
O -0.498 -2.402 0.992 -0.8565
C -0.385 -1.811 3.240 -0.7128
C -0.482 -0.879 4.236 -0.7430
C -0.738 0.482 3.948 0.7414
C -0.894 1.425 4.975 -0.7421
C -1.238 2.736 4.687 -0.5644
C -1.434 3.126 3.364 -0.7809
C -1.267 2.219 2.329 -0.3979
C -0.887 0.891 2.592 0.6689
H 0.690 -2.434 -4.848 0.3634
H -1.085 -2.519 -4.605 0.4074
H 0.002 -3.645 -3.754 0.2470
H -0.162 -0.347 -5.327 0.4441
H -0.396 2.077 -5.463 0.4352
H -0.727 3.432 -3.419 0.4315
H -0.769 2.311 -1.202 0.4283
H -0.211 -2.852 3.468 0.4459
H -0.395 -1.188 5.267 0.4576
H -0.754 1.110 5.997 0.4529
H -1.360 3.447 5.489 0.4340
H -1.707 4.147 3.145 0.4289
H -1.448 2.526 1.310 0.4145
Cl 5.105 -1.824 -1.774 -0.0807
C 4.256 -2.025 -0.235 -0.3916
Cl 2.605 -1.362 -0.348 -0.0779
H 4.755 -1.436 0.538 0.3362
H 4.187 -3.081 0.025 0.3133
```

Summary:
Multiplicity: 5
Total charge: +2
HOMO-LUMO gap (alpha / beta) (eV): 6.8 / 5.4

(2)
A cluster of 2 separate species, H2N2O3 in total. Source: the OMol25 dataset; level of theory: the ωB97M-V functional and the def2-TZVPD basis.

The geometry in XYZ format:
```
7
Properties=species:S:1:pos:R:3:mulliken_charge:R:1
N -1.395 0.342 0.082 -0.3243
N 1.276 0.056 -0.007 1.1927
O 1.010 1.203 -0.015 -0.5122
O 2.345 -0.479 -0.018 -0.5635
O 0.302 -0.866 0.010 -0.3645
H -1.716 0.016 -0.833 0.2841
H -1.823 -0.272 0.781 0.2877
```

Summary:
Multiplicity: 1
HOMO-LUMO gap (alpha / beta) (eV): 9.5 / 8.4

(3)
A cluster of 2 separate species, C5H8ClF3N in total. Source: the OMol25 dataset; level of theory: the ωB97M-V functional and the def2-TZVPD basis.

The geometry in XYZ format:
```
18
Properties=species:S:1:pos:R:3:mulliken_charge:R:1
C 1.095 -1.266 0.912 -0.8627
C 0.561 -0.102 1.216 0.5944
C -0.843 -0.643 -2.987 0.4475
C -1.127 -0.261 -1.771 0.4910
C 1.215 1.270 1.118 -1.2372
N -0.837 0.122 1.577 -0.0951
F -0.523 0.223 -3.895 -0.1849
F -0.543 -1.841 -3.342 -0.1851
F -1.113 -1.235 -0.816 -0.2404
Cl -1.485 1.289 -1.253 -0.1911
H 2.063 -0.968 0.511 0.2301
H 0.862 -2.307 0.994 0.3563
H 2.299 1.207 0.749 0.3838
H 1.031 1.663 2.058 0.4319
H 0.788 2.000 0.365 0.2735
H -1.183 0.485 0.566 0.0340
H -0.834 1.008 2.085 0.3875
H -1.427 -0.644 1.914 0.3663
```

Summary:
Multiplicity: 1
Total charge: +1
HOMO-LUMO gap (eV): 10.3

Number 1: strongest force on any atom 2.235 eV Å⁻¹. Number 2: strongest force on any atom 3.074 eV Å⁻¹. Number 3: strongest force on any atom 3.597 eV Å⁻¹.